Record 1
The following is a DFT calculation (ωB97M-V/def2-TZVPD) of 2 unconnected molecules or ions with the total composition C2H6N3O2.

```
13
Properties=species:S:1:pos:R:3:forces:R:3:mulliken_charge:R:1
N 1.321 2.397 0.985 0.63 0.73 0.20 -0.513
C 0.739 1.198 0.546 -0.69 -0.48 0.13 0.663
O 1.332 0.153 0.892 0.11 0.04 -0.21 -0.738
O -0.322 1.314 -0.129 0.22 0.28 -0.09 -0.774
H 0.728 3.204 1.073 -0.16 -0.14 -0.11 0.197
H 1.976 2.270 1.739 -0.04 -0.02 0.01 0.212
N -1.793 -0.890 -0.932 0.73 -0.17 -0.39 -0.406
C -0.622 -1.553 -0.783 -0.06 -0.70 0.13 0.195
N -0.572 -2.831 -0.630 -0.05 0.02 -0.02 -0.881
H -1.712 0.122 -0.949 -0.28 -0.22 0.30 0.293
H -2.619 -1.460 -0.955 -0.21 0.36 0.04 0.237
H 0.269 -0.942 -0.775 -0.09 0.33 0.12 0.285
H 0.402 -3.085 -0.477 -0.12 -0.02 -0.11 0.233
```
Forces are in eV/Å.

Net charge   -1
ΔE to the lowest compared entry with this formula, charge and spin   7.2 kcal per mole
HOMO energy   -4.5 eV
LUMO   4.38 eV
Gap between HOMO and LUMO   8.8 eV

---

Record 2
The following is a DFT calculation (ωB97M-V/def2-TZVPD) of a single C3H3NO2 molecule in a non-equilibrium geometry.

```
9
Properties=species:S:1:pos:R:3:forces:R:3:mulliken_charge:R:1
O -0.571 -1.576 0.166 -0.20 -0.03 0.02 -0.480
C 0.033 -0.557 0.771 0.13 0.03 0.07 -0.189
C 0.339 0.615 -0.645 0.51 -0.55 -0.76 0.284
O -0.210 0.117 -1.621 0.19 0.39 0.17 -0.669
C -0.548 0.739 0.849 -0.16 -0.19 0.15 0.358
N -0.552 1.787 0.260 -0.14 0.12 0.33 -0.405
H -0.700 -1.254 -0.783 -0.01 -0.11 0.21 0.389
H 0.846 -0.789 1.454 -0.20 0.10 0.02 0.337
H 1.363 0.917 -0.451 -0.10 0.25 -0.20 0.374
```
Forces are in eV/Å.

Net charge   0
ΔE to the lowest compared entry with this formula, charge and spin   104.1 kcal per mole
HOMO energy   -9.7 eV
LUMO   0.47 eV
Gap between HOMO and LUMO   10.2 eV

---

Record 3
The following is a DFT calculation (ωB97M-V/def2-TZVPD) of a molecular structure, C37H28FeN6O2P2S2Se2 in a non-equilibrium geometry.

```
80
Properties=species:S:1:pos:R:3:forces:R:3:mulliken_charge:R:1
Fe 3.566 -0.128 -0.645 0.17 1.21 0.25 0.008
N 3.304 0.552 1.339 -0.27 -0.26 0.04 -0.312
C 3.228 -0.521 2.332 -0.01 -0.04 0.08 -0.184
C 4.580 -1.206 2.415 -0.04 -0.02 0.06 -0.776
C 4.924 -2.016 1.170 -0.18 0.14 -0.41 0.573
O 5.535 -3.061 1.269 0.08 0.01 0.18 -0.681
O 4.536 -1.541 0.017 0.49 -0.87 0.31 -0.432
H 4.063 1.190 1.559 0.03 -0.04 0.08 0.366
H 2.449 1.109 1.300 0.00 0.02 0.04 0.068
H 2.464 -1.232 2.003 0.01 0.01 -0.01 0.152
H 2.923 -0.142 3.313 0.03 0.04 -0.02 0.388
H 4.629 -1.873 3.275 0.00 -0.03 -0.03 0.313
H 5.362 -0.450 2.552 0.00 -0.01 0.01 0.301
Se -1.206 -4.673 -0.790 -0.06 0.12 0.02 -0.423
P -1.696 -2.701 -0.250 0.20 -0.03 -0.19 0.340
C -2.365 -2.619 1.434 -0.11 -0.01 0.06 0.019
C -3.288 -1.650 1.807 -0.14 0.02 0.02 0.275
C -3.814 -1.629 3.090 -0.07 -0.08 -0.05 -0.804
C -3.406 -2.579 4.015 -0.07 -0.06 -0.09 -0.526
C -2.480 -3.547 3.651 -0.04 -0.03 0.03 -0.916
C -1.968 -3.577 2.364 0.05 0.06 -0.02 -0.483
C -2.949 -2.005 -1.358 0.00 -0.02 -0.07 0.322
C -4.306 -2.250 -1.171 -0.04 -0.06 -0.01 -0.046
C -5.220 -1.884 -2.146 -0.03 0.02 0.01 -0.798
C -4.785 -1.289 -3.322 0.04 0.00 0.01 -0.526
C -3.432 -1.055 -3.518 -0.05 -0.02 0.01 -0.628
C -2.516 -1.410 -2.540 -0.01 0.05 0.04 -0.297
C -0.291 -1.541 -0.362 0.12 -0.53 0.11 0.623
C 0.011 -0.202 -0.049 -0.24 0.24 -0.10 -0.538
N 1.293 -0.014 -0.398 -0.65 -0.26 -0.14 0.720
N 1.743 -1.160 -0.856 0.36 0.07 0.03 0.181
N 0.839 -2.103 -0.847 0.02 0.20 0.08 -1.027
P -0.818 1.232 0.660 0.05 -0.02 0.12 0.151
Se 0.413 2.940 0.724 0.02 -0.01 0.00 -0.384
C -1.308 0.754 2.340 0.05 0.08 0.04 0.685
C -0.745 -0.365 2.945 0.09 -0.04 0.06 -0.050
C -0.975 -0.625 4.289 0.12 0.08 0.00 -1.023
C -1.776 0.225 5.034 0.05 0.06 -0.02 -0.549
C -2.337 1.347 4.436 -0.02 -0.04 0.07 -1.009
C -2.092 1.620 3.102 0.02 0.02 -0.06 -0.329
C -2.297 1.526 -0.346 -0.07 0.07 0.01 0.908
C -2.076 1.878 -1.677 0.06 -0.01 0.00 -0.637
C -3.139 2.206 -2.497 -0.04 0.03 -0.01 -0.691
C -4.436 2.194 -1.997 0.02 -0.01 -0.01 -0.568
C -4.663 1.855 -0.675 0.03 -0.01 -0.01 -0.814
C -3.595 1.526 0.151 -0.03 -0.05 0.01 0.109
H -3.610 -0.915 1.082 -0.02 0.04 -0.01 0.434
H -4.533 -0.869 3.367 0.01 0.00 0.00 0.423
H -3.814 -2.567 5.018 0.01 0.01 0.01 0.436
H -2.163 -4.292 4.370 0.00 -0.01 0.00 0.434
H -1.270 -4.347 2.060 -0.01 -0.02 -0.01 0.335
H -4.650 -2.752 -0.275 0.02 0.00 0.00 0.461
H -6.275 -2.076 -1.992 0.00 0.00 0.00 0.403
H -5.500 -1.012 -4.086 -0.01 0.00 0.00 0.415
H -3.086 -0.597 -4.436 0.01 0.01 0.00 0.449
H -1.459 -1.235 -2.701 0.01 -0.01 0.00 0.386
H -0.130 -1.043 2.368 0.02 0.05 0.02 0.357
H -0.534 -1.501 4.746 0.01 0.02 -0.01 0.479
H -1.956 0.022 6.081 -0.01 -0.01 0.01 0.463
H -2.951 2.023 5.019 0.00 0.01 0.00 0.424
H -2.480 2.530 2.661 0.02 0.01 -0.02 0.558
H -1.064 1.907 -2.065 0.01 0.00 0.02 0.441
H -2.958 2.474 -3.529 0.01 0.00 -0.01 0.459
H -5.268 2.450 -2.642 0.00 0.00 -0.01 0.396
H -5.670 1.846 -0.279 0.00 0.00 0.01 0.413
H -3.784 1.279 1.187 0.00 -0.03 0.02 0.261
S 4.487 -0.376 -2.642 -0.04 -0.44 -0.42 -0.175
C 5.125 1.162 -3.124 -0.12 -0.21 0.06 0.381
C 5.857 1.314 -4.302 -0.03 0.11 0.00 -0.899
C 6.309 2.568 -4.683 0.12 -0.06 -0.12 0.536
C 7.072 2.703 -5.896 -0.08 0.02 0.12 -0.085
N 7.686 2.796 -6.864 0.00 -0.01 -0.02 -0.542
C 6.029 3.690 -3.885 0.00 0.24 -0.03 0.445
C 5.324 3.534 -2.699 0.04 -0.05 0.02 -0.965
C 4.900 2.271 -2.305 -0.06 0.01 0.06 0.763
S 4.061 1.986 -0.805 0.18 0.52 -0.23 -0.239
C 6.455 5.006 -4.282 -0.01 -0.19 -0.03 -0.093
N 6.788 6.059 -4.601 0.00 0.03 0.03 -0.553
H 6.070 0.452 -4.920 -0.02 0.00 -0.02 0.480
H 5.107 4.399 -2.087 0.03 -0.01 0.03 0.471
```
Forces are in eV/Å.

Net charge   -1
HOMO energy (spin up / spin down)   -5.5 / -5.6 eV
LUMO (spin up / spin down)   1.67 / 1.82 eV
Gap between HOMO and LUMO (spin up / spin down)   7.2 / 7.4 eV
Spin multiplicity   2

---

Record 4
The following is a DFT calculation (ωB97M-V/def2-TZVPD) of a molecular structure, C43H38ClN2O6P2SY in a non-equilibrium geometry.

```
94
Properties=species:S:1:pos:R:3:forces:R:3:mulliken_charge:R:1
Y -1.441 0.619 0.834 0.14 -1.01 1.98 1.171
C 4.542 -5.755 2.790 0.72 0.85 -1.18 -0.603
C 4.717 -4.415 2.318 0.68 -0.23 -0.56 -0.457
C 4.115 -3.524 3.212 0.06 -1.31 -0.38 -0.534
C 3.511 -4.328 4.182 -0.92 1.40 1.34 -0.701
C 3.773 -5.663 3.952 0.05 -1.16 -0.14 -0.521
H 5.044 -6.637 2.373 -0.47 0.28 0.11 0.353
H 5.208 -4.028 1.424 0.31 -0.55 0.04 0.316
H 4.264 -2.472 3.189 -0.30 0.87 0.03 0.437
H 2.880 -3.900 4.945 -0.07 -0.21 0.42 0.368
H 3.443 -6.541 4.501 -0.08 0.32 0.19 0.398
O -0.655 -0.462 -0.815 0.63 -0.33 -2.84 0.764
P -0.327 -0.441 -2.343 -0.29 0.60 2.07 0.575
C -1.147 1.041 -3.067 -1.35 -0.62 -0.62 -1.454
P -1.246 2.589 -2.069 1.31 0.23 -2.49 1.420
O -1.554 2.335 -0.643 -0.50 -0.23 1.02 -0.674
C 0.360 3.446 -2.243 -1.17 -0.33 -0.62 0.639
C 1.101 3.521 -3.424 -0.42 -0.60 0.59 -0.337
C 2.256 4.295 -3.467 0.49 -0.50 -0.71 -0.874
C 2.732 4.925 -2.302 0.59 0.12 -1.22 -0.533
C 1.906 4.906 -1.205 1.30 1.80 1.09 -0.604
C 0.724 4.245 -1.204 -0.61 0.05 1.35 -0.793
C -2.471 3.576 -2.941 0.87 1.65 -0.14 0.618
C -2.021 4.524 -3.906 -3.06 -1.01 0.59 -0.585
C -3.000 5.361 -4.497 2.41 -0.35 -0.10 -0.612
C -4.304 5.331 -4.064 0.02 0.07 -0.02 -0.426
C -4.703 4.482 -3.036 -1.27 0.38 -0.82 -0.711
C -3.780 3.614 -2.483 -0.05 0.08 -0.47 -0.503
C 1.500 -0.460 -2.493 -0.30 0.61 -0.51 0.427
C 2.212 -0.951 -1.415 -0.38 0.05 -0.34 -0.594
C 3.570 -1.225 -1.548 0.45 -0.45 3.43 -0.702
C 4.259 -0.969 -2.670 -1.30 1.13 -1.40 -0.445
C 3.548 -0.389 -3.746 1.84 -1.17 0.14 -0.840
C 2.230 -0.086 -3.639 -2.14 0.94 -1.65 0.113
C -1.095 -1.816 -3.216 0.76 1.84 -0.74 0.455
C -1.792 -2.793 -2.569 -0.07 -0.77 0.21 -0.334
C -2.175 -3.941 -3.249 0.94 1.34 -2.75 -0.810
C -1.877 -4.042 -4.635 0.91 0.31 0.72 -0.478
C -1.161 -2.995 -5.283 -2.49 -1.53 2.67 -0.796
C -0.910 -1.849 -4.606 1.65 1.69 -1.36 -0.309
H -2.243 0.717 -3.255 1.53 0.39 0.60 0.452
H -0.810 1.208 -4.107 0.15 0.24 0.49 0.745
H 0.681 2.899 -4.215 0.75 0.42 -0.48 0.509
H 2.791 4.335 -4.433 -0.10 0.08 0.78 0.364
H 3.717 5.453 -2.296 -1.11 -0.47 -0.06 0.383
H 2.117 5.528 -0.315 0.20 -0.53 -0.61 0.385
H 0.130 4.422 -0.326 -0.48 -0.52 0.19 0.511
H -1.028 4.432 -4.227 1.16 0.55 -0.56 0.410
H -2.633 6.023 -5.295 -0.56 -0.20 0.38 0.370
H -5.010 5.976 -4.564 -0.21 0.04 0.12 0.396
H -5.805 4.517 -2.841 1.30 -0.41 0.47 0.330
H -4.037 2.922 -1.733 -0.62 -0.64 0.96 0.544
H 1.694 -1.003 -0.482 -0.03 -0.67 0.55 0.494
H 4.122 -1.570 -0.636 -0.66 0.18 -0.87 0.410
H 5.313 -1.023 -2.712 0.89 -0.57 -0.16 0.470
H 4.137 -0.404 -4.651 -0.37 1.02 -0.42 0.368
H 1.723 0.519 -4.475 0.69 -1.33 1.12 0.173
H -2.055 -2.683 -1.538 0.19 0.00 0.57 0.577
H -2.665 -4.673 -2.711 -1.06 -1.56 0.74 0.530
H -2.084 -4.912 -5.267 -0.19 0.13 0.67 0.355
H -0.978 -3.105 -6.278 0.58 -0.07 -2.66 0.532
H -0.497 -1.008 -5.311 -0.45 -1.26 2.07 0.048
C -0.352 -1.423 2.222 -1.37 1.14 -0.91 -1.887
C -1.265 -2.099 3.137 0.34 -1.36 -0.35 1.123
C -1.755 -3.446 2.840 -0.01 0.93 0.90 -0.638
C -2.525 -4.168 3.741 0.75 1.08 0.35 -0.784
C -2.661 -3.628 5.059 -0.79 -0.60 -1.63 0.560
C -2.331 -2.317 5.340 0.39 0.14 -0.93 -0.751
C -1.666 -1.550 4.357 -0.45 -0.22 1.53 -0.207
C -3.311 -4.377 6.061 -2.44 -2.01 4.27 -0.067
N -3.842 -4.886 7.000 1.93 1.67 -3.55 -0.569
H 0.004 -2.033 1.385 0.19 0.09 0.41 0.506
H 0.380 -0.729 2.636 0.21 -0.49 0.31 0.423
H -1.399 -3.937 1.951 -0.18 0.09 -0.46 0.428
H -3.021 -5.105 3.466 0.60 0.19 0.26 0.390
H -2.678 -1.984 6.316 0.56 0.48 -0.22 0.388
H -1.358 -0.552 4.670 0.00 -0.02 -0.35 0.223
S 0.575 2.234 1.819 0.05 -0.11 0.27 -0.311
C 1.134 1.880 3.423 0.43 -0.05 -1.31 0.324
N 2.477 1.636 3.539 -0.65 0.52 3.83 0.002
C 3.080 1.755 4.781 -1.47 -0.02 -0.60 -0.254
C 2.345 2.061 5.910 0.84 0.75 -0.02 -0.631
C 0.949 2.133 5.846 -0.92 -0.18 -1.11 -0.310
C 0.345 2.010 4.579 0.14 -0.55 1.01 -0.158
H 3.072 1.269 2.837 -0.02 -0.02 -1.33 0.226
H 4.131 1.589 4.771 0.61 -0.06 0.18 0.454
H 2.876 2.385 6.813 -0.21 -0.69 -0.32 0.354
H 0.333 2.296 6.758 0.58 -0.18 -0.86 0.400
H -0.741 1.900 4.430 0.66 0.60 0.22 0.305
O -5.226 -0.508 1.853 -0.57 -0.01 0.01 -0.530
Cl -4.435 0.271 1.008 3.86 0.90 -0.37 1.712
O -5.108 0.951 -0.067 0.33 -0.61 1.15 -0.561
O -3.281 -0.588 0.411 -2.39 0.64 0.12 -0.583
O -3.560 1.265 1.827 -1.50 -1.10 -1.33 -0.758
```
Forces are in eV/Å.

Net charge   0
ΔE to the lowest compared entry with this formula, charge and spin   63.5 kcal per mole
HOMO energy   -3.9 eV
LUMO   -1.46 eV
Gap between HOMO and LUMO   2.4 eV

---

Record 5
The following is a DFT calculation (ωB97M-V/def2-TZVPD) of a single C4H4O2 molecule.

```
10
Properties=species:S:1:pos:R:3:forces:R:3:mulliken_charge:R:1
O -0.319 2.294 -0.048 0.04 -0.54 0.14 -0.537
C -0.131 1.115 0.004 -0.11 0.49 0.02 0.299
C -1.051 -0.133 0.119 -0.09 -0.01 -0.12 -0.488
C 0.239 -0.956 0.028 -0.10 -0.29 -0.01 -0.110
O 0.872 -0.543 -1.178 0.03 -0.01 -0.27 -0.379
C 1.111 0.228 0.003 0.27 0.24 0.09 -0.154
H -1.781 -0.322 -0.670 0.08 0.13 0.04 0.257
H -1.555 -0.106 1.094 0.21 -0.17 -0.13 0.263
H 0.485 -1.970 0.314 -0.19 0.16 0.34 0.438
H 2.131 0.393 0.333 -0.14 -0.01 -0.10 0.412
```
Forces are in eV/Å.

Net charge   0
ΔE to the lowest compared entry with this formula, charge and spin   42.5 kcal per mole
HOMO energy   -9.7 eV
SMILES   O=C1C[C@H]2O[C@@H]12
LUMO   0.97 eV
Gap between HOMO and LUMO   10.7 eV

---

Record 6
The following is a DFT calculation (ωB97M-V/def2-TZVPD) of 8 unconnected molecules or ions with the total composition C18H52O11 in a non-equilibrium geometry.

```
81
Properties=species:S:1:pos:R:3:forces:R:3:mulliken_charge:R:1
C 6.807 10.069 7.307 0.07 -0.22 -1.07 -1.292
C 6.886 9.918 8.768 0.36 1.15 2.19 0.748
C 8.150 10.552 9.337 0.35 -0.75 0.12 -0.985
O 5.866 10.748 9.319 -1.81 0.63 -0.65 -0.618
H 7.228 11.028 7.003 -0.22 0.10 -0.07 0.338
H 5.774 9.979 6.973 0.08 0.00 -0.14 0.361
H 7.416 9.292 6.844 -0.06 -0.05 -0.18 0.231
H 6.728 8.889 9.090 0.24 -0.15 -0.02 0.143
H 8.128 11.625 9.150 0.08 -0.09 -0.31 0.405
H 9.055 10.088 8.945 0.16 0.10 0.06 0.297
H 8.135 10.452 10.422 0.19 -0.19 0.11 -0.006
H 5.674 10.704 10.258 0.61 -0.56 0.00 0.326
C 7.853 5.553 8.702 0.48 0.24 -0.31 -1.373
C 9.229 6.177 8.853 0.41 0.21 -0.84 0.816
C 9.743 6.854 7.623 0.07 0.80 -2.29 -0.983
O 9.196 7.167 9.859 -0.73 -0.49 0.55 -0.357
H 7.826 4.845 7.873 0.24 -0.24 0.12 0.407
H 7.171 6.343 8.388 -0.28 0.07 0.45 0.247
H 7.559 5.056 9.627 -0.24 0.16 -0.10 0.325
H 10.020 5.441 9.000 -0.20 -0.57 0.91 0.245
H 9.087 7.596 7.168 -0.35 0.53 0.71 -0.025
H 9.900 6.275 6.712 0.12 -1.04 0.30 0.436
H 10.712 7.327 7.784 -0.02 0.13 0.33 0.225
H 10.088 7.511 9.947 0.49 0.24 0.25 0.219
O 11.706 8.292 10.557 -1.34 -1.19 -0.48 -0.524
C 11.480 9.443 11.283 0.93 1.31 -0.32 0.336
C 11.878 9.345 12.705 0.41 -2.00 1.27 -0.276
O 11.870 10.609 13.227 -0.24 2.26 0.54 -0.016
H 12.642 8.183 10.374 0.54 -0.12 -0.03 0.254
H 12.165 10.198 10.897 -0.09 0.59 -0.24 0.094
H 10.481 9.867 11.185 -0.22 -0.51 -0.25 -0.223
H 12.880 8.929 12.813 0.38 -0.24 -0.44 0.260
H 11.269 8.692 13.330 -0.54 -0.29 -0.25 0.360
H 12.148 10.588 14.146 0.03 -0.13 0.23 -0.242
O 14.321 7.768 10.048 -0.47 0.01 0.41 -0.548
C 15.143 8.348 9.055 0.78 1.21 0.98 -0.284
C 15.922 9.628 9.581 -0.97 -1.44 -0.55 -0.328
O 17.021 9.327 10.441 -0.49 0.09 -0.45 -0.541
H 14.876 7.326 10.695 0.05 -0.02 0.09 0.250
H 15.794 7.539 8.722 0.39 0.47 -0.50 0.350
H 14.487 8.714 8.265 0.00 -0.31 -0.09 0.228
H 15.237 10.255 10.151 -0.41 -0.04 -0.26 0.178
H 16.160 10.167 8.664 0.78 0.19 0.15 0.325
H 16.770 9.757 11.262 0.46 -0.14 0.21 0.367
O 15.162 11.896 15.127 -0.34 -0.23 -0.21 -0.524
C 13.886 12.246 15.638 -0.15 -0.03 0.19 -0.182
C 13.279 11.258 16.662 0.03 1.07 0.37 -0.375
O 12.868 10.006 16.166 0.07 -0.09 -0.86 -0.501
H 15.823 12.046 15.806 -0.01 0.01 0.09 0.311
H 13.922 13.249 16.062 0.16 -0.01 0.80 0.373
H 13.213 12.478 14.813 0.01 -0.84 -0.40 -0.097
H 12.403 11.754 17.080 -0.25 0.23 -0.03 0.253
H 13.948 11.154 17.516 0.35 -0.14 -0.08 0.462
H 13.123 9.285 16.746 0.07 0.16 0.00 0.296
C 10.458 13.588 13.714 -0.30 0.09 0.16 -0.821
C 9.822 13.363 12.334 0.48 0.09 0.09 -0.275
O 10.614 12.564 11.467 0.28 0.37 -0.28 -0.476
H 10.181 12.853 14.470 0.36 -0.40 -0.20 0.000
H 10.183 14.536 14.176 -0.37 0.20 -0.30 0.514
H 11.535 13.681 13.576 0.10 -0.39 0.07 0.214
H 9.772 14.360 11.896 -0.34 -0.15 -0.39 0.340
H 8.847 12.876 12.326 -0.37 0.47 0.56 0.214
H 11.059 11.890 11.986 0.15 -0.16 0.37 0.193
C 8.790 10.640 16.032 -0.27 -0.40 -1.01 -1.070
C 8.277 10.066 14.684 -0.91 0.00 0.86 0.167
O 8.443 8.649 14.678 0.59 0.07 0.25 -0.579
H 8.595 11.708 16.132 0.31 0.15 -0.47 0.331
H 9.854 10.404 16.050 0.06 0.22 0.49 0.081
H 8.261 10.237 16.896 0.15 -0.57 -0.18 0.388
H 8.744 10.532 13.816 0.37 0.09 0.08 -0.051
H 7.203 10.231 14.596 -0.19 0.43 0.00 0.391
H 8.263 8.317 13.795 -0.02 0.00 -0.09 0.313
C 13.690 11.778 7.717 -0.27 -0.09 0.21 -0.591
C 13.335 12.818 6.624 0.26 -0.93 1.05 -0.540
O 14.469 13.073 5.839 0.55 0.18 -0.59 -0.536
H 14.140 10.835 7.406 0.20 0.27 -0.92 0.182
H 12.844 11.397 8.290 -0.35 0.60 0.19 0.217
H 14.415 12.223 8.399 -0.08 0.08 0.19 0.277
H 13.104 13.769 7.105 -0.78 -0.18 0.17 0.300
H 12.520 12.478 5.984 0.05 0.10 0.02 0.329
H 14.951 13.740 6.334 0.37 -0.02 -0.30 0.322
```
Forces are in eV/Å.

Net charge   0
ΔE to the lowest compared entry with this formula, charge and spin   20.4 kcal per mole
HOMO energy   -9.5 eV
SMILES   CC(C)O.CC(C)O.OCCO.OCCO.OCCO.CCO.CCO.CCO
LUMO   0.19 eV
Gap between HOMO and LUMO   9.7 eV